Below is 2 unconnected molecules or ions with the total composition C5H9NO2, with properties calculated with ωB97M-V with the def2-TZVPD basis set.

Bonds (Å) are listed after each position.
Positions of all 17 atoms, in Å:
1 C 2.468 -2.260 0.386  H4 1.091, N7 1.266, H10 1.081
2 H -2.416 1.586 -0.536  C13 1.085
3 H -1.050 1.839 0.706  C13 1.209
4 H 2.502 -1.375 -0.251  C1 1.091
5 C -0.086 1.208 -0.716  C9 1.368, C13 1.811, O16 1.209
6 H 0.376 -1.553 -0.312  O17 0.985
7 N 1.403 -2.867 0.702  C1 1.266, O17 1.374
8 H -0.630 3.272 -0.737  C9 1.078
9 C 0.172 2.552 -0.730  C5 1.368, H8 1.078, H15 1.080
10 H 3.390 -2.679 0.760  C1 1.081
11 H -1.311 -0.735 1.200  C12 1.082
12 C -2.022 -0.138 0.645  H11 1.082, C13 1.346, H14 1.081
13 C -1.706 1.041 0.077  H2 1.085, H3 1.209, C5 1.811, C12 1.346
14 H -2.991 -0.599 0.517  C12 1.081
15 H 1.149 2.901 -1.028  C9 1.080
16 O 0.532 0.183 -0.885  C5 1.209
17 O 0.220 -2.377 0.203  H6 0.985, N7 1.374

lowest unoccupied orbital energy (alpha / beta) = -1.53 / -1.53 eV
strongest force on any atom = 0.0418 hartree/bohr
gap between HOMO and LUMO (alpha / beta) = 7.105 / 7.107 eV
energy above the lowest of the compared OMol25 structures with the same formula, charge and spin = 6.914 eV